(1)
The following is a DFT calculation (ωB97M-V with the def2-TZVPD basis set) of a structure of composition C23H31N4O6S3Sc.

M	600.68	g/mol
orbital gap	9.0	eV
ΔE to the lowest compared entry with this formula, charge and spin	9.5	kJ/mol
total charge	+2
electronic energy	-95799.7712	eV

Last column: Löwdin charge in e.
Geometry (Å):
Sc (-0.206, 0.195, -0.610)  1.095
C (-1.101, -4.171, -1.353)  0.025
N (0.318, -3.813, -1.412)  -0.092
C (1.274, -4.901, -1.180)  0.013
C (0.701, -2.566, -1.475)  -0.362
O (-0.116, -1.609, -1.621)  -0.078
C (2.174, -2.219, -1.304)  -0.077
O (2.348, -0.823, -1.322)  -0.127
C (2.775, -0.237, -2.526)  -0.075
C (1.869, 0.939, -2.854)  -0.347
O (0.853, 1.143, -2.139)  -0.056
N (2.179, 1.712, -3.869)  -0.102
C (1.359, 2.873, -4.222)  0.018
C (3.346, 1.441, -4.716)  0.005
H (-1.373, -4.736, -2.244)  0.111
H (-1.699, -3.270, -1.279)  0.085
H (-1.259, -4.783, -0.467)  0.113
H (0.776, -5.837, -1.415)  0.107
H (1.584, -4.913, -0.135)  0.115
H (2.138, -4.808, -1.835)  0.100
H (2.778, -2.717, -2.066)  0.145
H (2.506, -2.585, -0.330)  0.158
H (2.765, -0.944, -3.362)  0.153
H (3.801, 0.126, -2.414)  0.151
H (0.543, 2.971, -3.515)  0.089
H (0.964, 2.743, -5.229)  0.110
H (1.985, 3.764, -4.194)  0.110
H (4.268, 1.462, -4.136)  0.105
H (3.404, 2.224, -5.466)  0.104
H (3.240, 0.485, -5.226)  0.107
C (1.597, 2.657, 1.562)  -0.043
C (0.179, 2.948, 1.207)  -0.598
N (-0.543, 2.239, 0.366)  0.005
C (-1.822, 2.748, 0.235)  -0.312
C (-2.064, 3.852, 0.985)  -0.294
S (-0.661, 4.274, 1.863)  1.164
C (-2.728, 2.058, -0.683)  -0.308
C (-4.008, 2.384, -0.988)  -0.294
S (-4.632, 1.281, -2.129)  1.173
C (-3.156, 0.438, -2.158)  -0.592
N (-2.245, 0.945, -1.354)  0.007
C (-2.962, -0.761, -3.022)  -0.047
H (1.938, 1.754, 1.062)  0.067
H (1.707, 2.510, 2.636)  0.100
H (2.238, 3.490, 1.270)  0.096
H (-2.972, 4.427, 1.057)  0.093
H (-4.599, 3.201, -0.610)  0.094
H (-3.294, -0.557, -4.039)  0.095
H (-3.545, -1.602, -2.643)  0.099
H (-1.915, -1.049, -3.044)  0.063
C (-0.929, 0.651, 7.382)  -0.030
C (-0.758, 0.205, 5.960)  -0.243
C (-1.606, 0.664, 4.956)  -0.014
C (-1.456, 0.241, 3.643)  -0.040
C (-0.441, -0.659, 3.339)  -0.287
C (0.419, -1.136, 4.323)  -0.032
C (0.254, -0.696, 5.620)  -0.012
S (-0.263, -1.200, 1.697)  0.587
O (-1.452, -0.709, 0.936)  -0.353
O (-0.016, -2.609, 1.647)  -0.237
O (0.872, -0.438, 1.029)  -0.367
H (-1.755, 1.353, 7.476)  0.082
H (-0.022, 1.134, 7.748)  0.093
H (-1.130, -0.201, 8.032)  0.096
H (-2.405, 1.350, 5.206)  0.121
H (-2.129, 0.587, 2.873)  0.111
H (1.195, -1.852, 4.087)  0.126
H (0.914, -1.068, 6.393)  0.129



(2)
The following is a DFT calculation (ωB97M-V with the def2-TZVPD basis set) of the molecule C23H31N5O3 at a distorted geometry.

M	425.53	g/mol
SMILES	CCCCCNC(=O)Cn1c(=O)c2c(ncn2CC(C)C)n(Cc2ccccc2)c1=O
orbital gap	9.3	eV
ΔE to the lowest compared entry with this formula, charge and spin	25.6	kJ/mol
electronic energy	-37950.1172	eV

Last column: Löwdin charge in e.
Geometry (Å):
C (1.277, 5.233, 0.375)  -0.107
C (1.222, 4.820, 1.843)  -0.247
C (0.757, 3.375, 2.065)  -0.212
C (-0.742, 3.207, 2.326)  -0.170
H (-1.017, 3.767, 3.223)  0.113
H (-0.935, 2.150, 2.521)  0.101
C (-1.655, 3.665, 1.187)  -0.173
N (-1.370, 2.989, -0.058)  0.076
C (-2.144, 2.002, -0.537)  -0.467
O (-3.200, 1.656, -0.050)  0.070
C (-1.580, 1.346, -1.812)  -0.019
N (-0.838, 0.141, -1.463)  0.101
C (0.397, 0.344, -0.867)  -0.404
O (0.873, 1.459, -0.758)  0.071
N (1.074, -0.763, -0.420)  0.052
C (0.527, -1.998, -0.587)  -0.230
C (-0.678, -2.180, -1.249)  -0.065
N (-0.897, -3.538, -1.235)  0.001
C (0.153, -4.073, -0.589)  -0.122
N (1.035, -3.182, -0.184)  0.162
H (0.254, -5.123, -0.401)  0.136
C (-2.008, -4.221, -1.844)  -0.102
H (-2.833, -3.507, -1.904)  0.128
H (-2.296, -5.056, -1.199)  0.133
C (-1.692, -4.742, -3.258)  -0.392
C (-0.631, -5.839, -3.233)  -0.078
H (0.325, -5.445, -2.891)  0.070
H (-0.929, -6.654, -2.576)  0.077
H (-0.490, -6.242, -4.232)  0.079
C (-1.270, -3.601, -4.180)  -0.063
H (-1.197, -3.954, -5.206)  0.081
H (-1.994, -2.792, -4.141)  0.071
H (-0.297, -3.210, -3.887)  0.083
H (-2.627, -5.169, -3.636)  0.138
C (-1.460, -1.086, -1.740)  -0.343
O (-2.518, -1.150, -2.333)  0.081
C (2.302, -0.592, 0.330)  -0.072
C (2.063, -0.174, 1.761)  -0.195
C (0.858, -0.423, 2.403)  -0.029
C (0.677, -0.048, 3.723)  -0.083
C (1.699, 0.573, 4.418)  -0.097
C (2.906, 0.821, 3.784)  -0.091
C (3.084, 0.453, 2.463)  -0.043
H (4.024, 0.654, 1.969)  0.115
H (3.708, 1.307, 4.319)  0.104
H (1.557, 0.864, 5.448)  0.103
H (-0.267, -0.244, 4.209)  0.107
H (0.052, -0.913, 1.876)  0.115
H (2.909, 0.164, -0.177)  0.134
H (2.817, -1.556, 0.307)  0.131
H (-2.415, 1.027, -2.440)  0.130
H (-0.925, 2.033, -2.350)  0.133
H (-0.423, 3.062, -0.406)  0.100
H (-1.557, 4.743, 1.033)  0.111
H (-2.694, 3.441, 1.437)  0.119
H (1.054, 2.762, 1.212)  0.082
H (1.274, 2.970, 2.937)  0.092
H (2.227, 4.925, 2.257)  0.101
H (0.573, 5.504, 2.395)  0.106
H (0.287, 5.297, -0.066)  0.055
H (1.862, 4.513, -0.194)  0.074
H (1.750, 6.209, 0.278)  0.069



(3)
The following is a DFT calculation (ωB97M-V with the def2-TZVPD basis set) of a structure of composition C23H31N5O3S.

M	457.60	g/mol
orbital gap	8.1	eV
ΔE to the lowest compared entry with this formula, charge and spin	79.9	kJ/mol
electronic energy	-48785.0488	eV

Last column: Löwdin charge in e.
Geometry (Å):
C (-4.263, -2.293, 2.542)  -0.100
C (-3.309, -3.175, 1.745)  -0.252
C (-1.951, -3.361, 2.426)  -0.204
C (-1.123, -2.080, 2.552)  -0.141
C (-0.754, -1.500, 1.187)  -0.192
N (0.554, -0.849, 1.193)  0.001
C (1.293, -0.949, 0.061)  -0.446
O (0.828, -1.443, -0.971)  0.033
C (2.673, -0.483, 0.072)  -0.327
C (3.373, -0.107, -1.075)  -0.269
N (2.863, 0.021, -2.311)  0.174
H (1.997, -0.461, -2.499)  0.092
H (3.533, 0.196, -3.048)  0.089
C (4.725, 0.202, -0.729)  -0.253
N (5.034, 0.039, 0.541)  -0.252
S (3.769, -0.458, 1.412)  1.093
C (5.740, 0.614, -1.719)  -0.484
O (5.492, 0.710, -2.910)  0.051
N (6.953, 0.861, -1.190)  0.176
H (7.094, 0.744, -0.201)  0.092
H (7.714, 1.131, -1.789)  0.116
C (0.823, 0.127, 2.235)  -0.112
C (1.304, 1.457, 1.706)  -0.239
C (0.747, 2.010, 0.561)  -0.024
C (1.206, 3.218, 0.068)  -0.064
C (2.219, 3.896, 0.723)  -0.085
C (2.760, 3.366, 1.882)  -0.077
C (2.305, 2.154, 2.370)  -0.084
H (2.735, 1.743, 3.272)  0.106
H (3.544, 3.893, 2.404)  0.104
H (2.584, 4.834, 0.334)  0.101
H (0.770, 3.629, -0.830)  0.104
H (-0.051, 1.493, 0.051)  0.099
H (-0.122, 0.293, 2.759)  0.137
H (1.546, -0.271, 2.957)  0.107
H (-0.679, -2.309, 0.452)  0.151
C (-1.784, -0.467, 0.696)  -0.457
O (-2.431, 0.226, 1.457)  0.064
N (-1.833, -0.383, -0.642)  0.110
H (-1.178, -0.938, -1.182)  0.128
C (-2.662, 0.562, -1.357)  -0.282
H (-3.091, 1.218, -0.594)  0.145
C (-1.848, 1.360, -2.396)  -0.136
C (-2.282, 0.815, -3.756)  -0.193
C (-3.755, 0.485, -3.540)  -0.196
H (-4.158, -0.173, -4.309)  0.107
H (-4.342, 1.405, -3.531)  0.112
C (-3.767, -0.161, -2.157)  -0.133
H (-4.736, -0.088, -1.667)  0.111
H (-3.509, -1.218, -2.239)  0.114
H (-2.121, 1.530, -4.560)  0.107
H (-1.729, -0.097, -3.990)  0.112
H (-0.776, 1.251, -2.232)  0.100
H (-2.096, 2.419, -2.323)  0.115
H (-0.208, -2.314, 3.100)  0.122
H (-1.687, -1.337, 3.118)  0.110
H (-2.115, -3.763, 3.428)  0.111
H (-1.373, -4.100, 1.865)  0.111
H (-3.759, -4.163, 1.615)  0.106
H (-3.168, -2.744, 0.752)  0.097
H (-3.917, -1.264, 2.556)  0.052
H (-5.252, -2.308, 2.089)  0.071
H (-4.349, -2.651, 3.566)  0.074



Among the records above, which one has the highest ΔE to the lowest compared entry with this formula, charge and spin?
C23H31N5O3S